[1]
This record from the OMol25 dataset describes a gas-phase ion, C9H6FO3 (charge -1) in a non-equilibrium geometry. The level of theory is ωB97M-V with the def2-TZVPD basis set.

- Highest occupied orbital energy (alpha / beta): -0.1185 / -0.1186 Ha
- Energy: -18286.8695 eV
- Relative energy (zero: lowest compared OMol25 entry of this formula, charge and spin): 48.1 kcal per mole
- Charge: -1

XYZ file:
```
19
C9H6FO3 ωB97M-V with the def2-TZVPD basis set
C 0.4599 -0.4524 2.9258
C 0.2080 -1.7573 2.5361
C 0.6302 0.5427 1.9405
C -0.0074 -2.0966 1.2003
C 0.3889 0.2070 0.6177
C 0.0332 -1.1237 0.2526
C -1.4242 0.8700 -3.7778
C 0.4738 1.2390 -0.4929
C -0.5160 0.5154 -2.4839
O -0.8030 0.6584 -4.7929
O -2.5210 1.3696 -3.4614
O -0.6028 1.1626 -1.3987
F 0.6497 -0.0524 -2.8835
H 0.5712 -0.0825 4.0328
H 0.0694 -2.5936 3.3503
H 0.8035 1.5368 2.1438
H -0.2472 -3.2079 1.1135
H 0.4635 2.2780 0.1089
H 1.3704 0.9869 -0.9311
```



[2]
This record from the OMol25 dataset describes C5H10 in the gas phase. The level of theory is ωB97M-V with the def2-TZVPD basis set.

- Structure (SMILES): C1CCCC1
- Highest occupied orbital energy: -0.4066 Ha
- Energy: -5347.2657 eV
- Relative energy (zero: lowest compared OMol25 entry of this formula, charge and spin): 0.0 kcal per mole

XYZ file:
```
15
C5H10 ωB97M-V with the def2-TZVPD basis set
C -1.1387 0.5333 -0.2342
C 0.2045 1.2625 -0.1439
C 1.2537 0.1415 -0.2975
C 0.5365 -1.1706 0.1247
C -0.8816 -0.7524 0.5548
H -1.3591 0.2869 -1.2817
H -1.9797 1.1191 0.1497
H 0.3161 2.0529 -0.8938
H 0.2966 1.7343 0.8432
H 2.1431 0.3370 0.3108
H 1.5896 0.0730 -1.3384
H 1.0676 -1.6919 0.9270
H 0.4827 -1.8650 -0.7222
H -0.9018 -0.5298 1.6299
H -1.6296 -1.5309 0.3716
```



[3]
This record from the OMol25 dataset describes a molecular structure, C5H7IN in a non-equilibrium geometry. The level of theory is ωB97M-V with the def2-TZVPD basis set.

- Highest occupied orbital energy (alpha / beta): -0.4763 / -0.4763 Ha
- Energy: -14874.3579 eV
- Relative energy (zero: lowest compared OMol25 entry of this formula, charge and spin): 151.0 kcal per mole
- Charge: +1

XYZ file:
```
14
C5H7IN ωB97M-V with the def2-TZVPD basis set
C 0.4075 -2.1001 -0.4739
C -1.5673 1.2973 -0.8108
C -1.0837 1.4124 0.6224
C 2.1304 -1.0027 0.7595
C -0.6480 0.3430 -0.2015
N 1.4398 -1.8798 0.1443
I 3.4461 0.4323 -0.0901
H -0.2967 -0.8880 -0.4836
H 0.0969 -3.1351 -0.8241
H -2.6636 1.0387 -0.8731
H -1.5233 1.8311 -1.6608
H -0.1827 2.0131 0.8349
H -1.8295 1.5307 1.3076
H 2.2741 -0.8929 1.7492
```



[4]
This record from the OMol25 dataset describes a molecular structure, C20H57N6O11V in a non-equilibrium geometry. The level of theory is ωB97M-V with the def2-TZVPD basis set.

- Highest occupied orbital energy: -0.3363 Ha
- Energy: -78820.5677 eV

XYZ file:
```
95
C20H57N6O11V ωB97M-V with the def2-TZVPD basis set
O -0.8239 1.2128 0.1505
V 0.6057 0.6412 -0.3053
O 0.6374 -0.9404 -0.1153
C 3.0263 3.0037 1.0767
C 2.0838 2.2208 1.9898
C 0.8516 3.0497 2.3245
O 1.7332 0.9783 1.4297
H 3.2153 3.9960 1.4928
H 2.5510 3.0908 0.1013
H 3.9965 2.5057 1.0433
H 2.6012 2.0269 2.9417
H 1.1604 4.0243 2.7216
H 0.2180 2.6168 3.1031
H 0.2239 3.2254 1.4458
C 3.2685 -0.0339 -1.3514
O 2.3213 0.7222 -1.6533
N 4.0043 -0.6202 -2.3487
N 3.6439 -0.2627 -0.0818
H 4.6236 -1.3777 -2.1183
H 3.5675 -0.6368 -3.2524
H 3.0997 0.2041 0.6530
H 4.4177 -0.8683 0.1227
C -1.3478 -0.3826 4.1183
O -2.0985 -1.0273 4.8437
N 0.0198 -0.3884 4.2523
N -1.8076 0.3788 3.0599
H 0.6410 -0.1188 3.5074
H 0.3757 -0.8625 5.0598
H -2.7945 0.5340 3.0168
H -1.1108 0.9505 2.6138
C -1.1256 -0.2859 -3.2621
O -0.2798 0.1359 -2.4740
N -2.4327 -0.4050 -2.9192
N -0.8006 -0.5567 -4.5670
H -3.1585 -0.5004 -3.6046
H -2.6838 -0.1449 -1.9642
H -1.5549 -0.8069 -5.1780
H 0.1504 -0.4969 -4.8681
C -3.6377 4.1653 1.4975
C -3.5069 2.7944 0.8313
O -4.6981 2.0187 0.9688
H -2.6504 4.6299 1.5812
H -3.9459 4.0675 2.5459
H -4.3487 4.7999 0.9764
H -2.6398 2.2641 1.2227
H -3.3670 2.9918 -0.2305
H -4.9336 1.9601 1.9003
C -4.7406 -1.8280 1.1197
C -3.3721 -1.5533 0.5214
C -2.8722 -2.6357 -0.4114
O -3.5424 -0.3525 -0.2806
H -4.7460 -2.7216 1.7544
H -5.5297 -1.8961 0.3754
H -4.9761 -1.0326 1.8371
H -2.6208 -1.3658 1.2915
H -3.5743 -2.8085 -1.2246
H -2.7155 -3.5412 0.1800
H -1.8848 -2.3639 -0.7872
H -3.9436 0.3454 0.2577
C 0.7083 -3.3082 -2.5671
C 2.0947 -3.7087 -2.9865
C 2.9794 -4.0757 -1.8097
O 2.0257 -4.8178 -3.9113
H 0.6142 -2.2625 -2.2735
H 0.3653 -3.9267 -1.7314
H -0.0049 -3.5088 -3.3705
H 2.5581 -2.8744 -3.5325
H 3.0040 -3.2902 -1.0525
H 4.0088 -4.2947 -2.1125
H 2.6086 -5.0058 -1.3722
H 2.7794 -4.7382 -4.5011
C 0.0874 5.2502 -1.1952
C -0.4046 3.8032 -1.3367
C -1.2849 3.5612 -2.5674
O 0.6833 2.8714 -1.3209
H 1.1131 5.3807 -1.5514
H 0.0016 5.5803 -0.1632
H -0.4876 5.9172 -1.8405
H -0.9846 3.5380 -0.4533
H -0.6311 3.3812 -3.4263
H -1.9118 4.4270 -2.7732
H -1.9030 2.6740 -2.4334
H 1.3790 3.1349 -1.9322
C 3.5505 -3.6089 2.0850
C 2.3749 -2.6677 1.8654
C 1.0575 -3.3630 2.2267
O 2.5675 -1.5085 2.6695
H 3.3225 -4.5698 1.6181
H 3.7203 -3.7745 3.1490
H 4.4692 -3.1974 1.6589
H 2.2971 -2.4114 0.8055
H 1.1985 -3.9600 3.1344
H 0.7238 -4.0223 1.4258
H 0.2976 -2.6218 2.4735
H 2.2497 -0.7415 2.1709
```